# 1
C10H14BNO2 | ωB97M-V/def2-TZVPD

Last column: Löwdin charge in e.
Element x y z (Å)
B 2.2017 0.2965 -2.2205  -0.44
C -3.7036 0.4538 -0.8613  -0.10
C -2.8385 0.3315 -1.9329  -0.05
C -3.1500 0.7404 0.3627  -0.08
C -1.4150 0.3053 -1.7966  -0.01
C -1.7508 0.6883 0.5345  -0.02
C -0.8945 0.6128 -0.5583  -0.21
C 0.5942 0.8050 -0.5147  -0.14
C 1.2937 -0.6022 -0.2749  -0.24
C 1.4642 -1.6342 3.2196  -0.17
C 1.9840 -0.7569 1.1349  -0.15
N 1.3761 1.2662 -1.7794  0.15
O 2.3151 -0.6575 -1.2004  0.03
O 1.0001 -0.9709 2.1117  -0.18
H 3.0797 0.3825 -3.0007  0.09
H -4.7466 0.5925 -0.9517  0.09
H -3.2129 0.2370 -2.9432  0.10
H -3.8125 1.0816 1.1360  0.10
H -0.8621 0.2920 -2.6361  0.07
H -1.2900 1.1260 1.4709  0.13
H 0.8555 1.5292 0.3044  0.16
H 0.5236 -1.2757 -0.4861  0.13
H 1.6160 -2.8599 3.1781  0.13
H 0.5492 -1.5949 4.0135  0.13
H 2.3699 -1.2589 3.6612  0.06
H 2.5673 0.2059 1.2798  0.15
H 2.8122 -1.4784 1.0843  0.13
H 1.0741 2.1432 -2.3349  0.17

Forces on the atoms, in the same order (eV/Å):
B 2.425 -1.124 1.551
C 1.193 0.845 -0.272
C 1.281 -1.032 -0.740
C 1.391 -0.565 0.485
C -4.616 0.935 2.434
C 0.184 2.406 1.219
C 0.351 -0.416 -1.051
C 1.889 0.794 0.806
C 1.145 2.463 1.588
C -2.745 -3.529 3.153
C 0.149 1.490 -1.637
N -4.412 3.186 0.003
O 0.938 -1.260 -1.760
O 0.518 -0.149 -0.700
H -0.253 -0.187 -0.666
H -0.978 -0.183 -0.494
H -0.240 -0.096 -0.027
H 0.070 -0.213 0.579
H 1.974 -0.218 -2.675
H -0.708 -0.958 -0.869
H -0.228 -0.628 -0.629
H -0.862 -1.813 0.025
H -0.244 2.862 -0.737
H 2.350 0.192 -1.601
H 0.391 0.543 0.127
H -0.815 -0.607 0.196
H -0.716 -0.569 0.047
H 0.569 -2.169 1.645

The value obtained for the relative energy (zero: lowest compared OMol25 entry of this formula, charge and spin) is 56.3 kcal per mole. As for the SMILES: COC[C@@H]1OBN[C@H]1c1ccccc1. Its charge is 0. The value obtained for the LUMO energy is 0.718 eV.


# 2
C34H79FeLiN7O11V | ωB97M-V/def2-TZVPD

Last column: Löwdin charge in e.
Element x y z (Å)
Li 4.4126 -1.9219 -1.9324  0.75
Fe 0.0729 -4.5405 -2.4009  0.88
V -2.9672 1.1118 1.1300  1.32
C -0.2596 -2.0379 0.5149  0.07
C -0.8340 -0.7883 0.7724  -0.24
C -0.3695 0.4401 -0.0527  -0.27
O -1.1637 1.4299 0.0228  -0.08
C 0.7890 0.3008 -0.8094  0.01
C 1.4064 -0.9303 -0.9625  -0.34
C 0.8113 -2.1623 -0.3636  -0.29
O 1.0501 -3.3188 -0.8428  -0.08
O 2.5415 -0.9300 -1.5146  -0.04
O -1.8179 -0.4806 1.5107  -0.10
H -0.6427 -2.9214 1.0079  0.13
H 1.2788 1.1751 -1.2159  0.12
C -6.6625 1.7083 3.6059  -0.02
C -5.1899 1.4482 3.2943  -0.38
C -4.6174 0.3260 4.1561  -0.15
O -3.2986 0.1490 3.6885  -0.25
C -2.6939 -1.0485 4.1404  -0.06
N -5.0391 1.0363 1.8638  0.00
H -6.8168 2.2460 4.5418  0.11
H -7.2884 0.8142 3.6500  0.11
H -7.1012 2.3781 2.8590  0.09
H -4.6469 2.3739 3.4952  0.13
H -5.2224 -0.5456 3.8630  0.14
H -4.7748 0.4728 5.2237  0.16
H -1.6723 -1.0845 3.7714  0.08
H -3.2397 -1.9531 3.8651  0.10
H -2.6135 -1.0528 5.2325  0.12
H -5.8442 1.4436 1.3771  0.12
H -5.4483 0.0924 1.9655  0.13
C 2.2553 3.1547 1.3031  -0.05
C 2.0609 4.6547 1.6604  -0.40
C 1.1718 5.3456 0.6740  -0.22
O 1.2734 6.7404 0.7880  -0.16
C 0.4356 7.4668 -0.0696  -0.08
N 1.4705 4.6429 3.0094  0.05
H 1.3352 2.5690 1.3532  0.06
H 2.9448 2.7748 2.0628  0.08
H 2.8355 2.9287 0.4013  0.06
H 3.0408 5.1382 1.7322  0.15
H 0.1486 4.9720 0.8365  0.11
H 1.4866 5.1009 -0.3498  0.11
H 0.7317 8.5143 -0.0779  0.11
H -0.5916 7.4143 0.3096  0.08
H 0.5335 7.1020 -1.1020  0.09
H 2.1939 4.4365 3.6888  0.09
H 1.1897 5.6153 3.1547  0.09
C -3.0357 -8.5300 1.8534  -0.04
C -2.6498 -7.1214 1.3860  -0.45
C -1.6021 -6.4912 2.3042  -0.22
O -1.9858 -6.3386 3.6480  -0.16
C -2.7344 -5.1819 3.9083  -0.12
N -2.1574 -7.1536 0.0151  0.03
H -3.8417 -8.9431 1.2461  0.08
H -3.4706 -8.4543 2.8506  0.09
H -2.1595 -9.1759 1.8485  0.09
H -3.5827 -6.5507 1.5124  0.13
H -1.3028 -5.4997 1.9198  0.10
H -0.7056 -7.1137 2.3462  0.13
H -3.6802 -5.1269 3.3622  0.09
H -2.1302 -4.2911 3.6913  0.06
H -2.9680 -5.1464 4.9708  0.10
H -2.0785 -6.1749 -0.2631  0.04
H -2.8223 -7.5674 -0.6281  0.08
C 6.1612 -2.9120 0.6134  -0.06
C 5.0766 -3.9669 0.3741  -0.39
C 4.1256 -4.0059 1.5636  -0.21
O 3.1839 -5.0306 1.3901  -0.17
C 2.0412 -4.8450 2.2075  -0.08
N 4.3875 -3.6716 -0.9171  -0.03
H 5.7773 -1.8948 0.7542  0.08
H 6.7864 -2.8266 -0.2832  0.08
H 6.8587 -3.1277 1.4203  0.10
H 5.6483 -4.8831 0.2170  0.15
H 3.6448 -3.0117 1.5659  0.12
H 4.6488 -4.0442 2.5230  0.15
H 1.5776 -3.8625 2.1105  0.07
H 2.3142 -5.0946 3.2378  0.11
H 1.3452 -5.6363 1.9260  0.08
H 4.8847 -4.2602 -1.5888  0.10
H 3.4908 -4.1628 -0.8610  0.06
C -2.9233 5.4335 0.6721  -0.02
C -2.5353 4.0137 1.0786  -0.38
C -2.2871 3.7523 2.5411  -0.11
O -1.9150 2.3579 2.5612  -0.29
C -1.0916 1.9884 3.6649  -0.02
N -3.5045 3.0530 0.4389  0.00
H -3.9259 5.7537 0.9864  0.10
H -2.7982 5.6814 -0.3792  0.10
H -2.3670 6.1490 1.2844  0.09
H -1.5834 3.7829 0.5959  0.11
H -3.1820 3.8643 3.1622  0.14
H -1.5118 4.4143 2.9240  0.14
H -0.2195 2.6228 3.8246  0.10
H -0.7501 0.9637 3.5199  0.09
H -1.7029 1.9476 4.5705  0.11
H -3.4239 3.2309 -0.5699  0.13
H -4.3824 3.5832 0.5286  0.13
C 1.1335 -2.0353 -6.3490  -0.04
C 1.8436 -1.5547 -5.1173  -0.41
C 2.7934 -0.4016 -5.4394  -0.25
O 3.9091 -0.7864 -6.1623  -0.16
C 4.7427 0.2989 -6.5506  -0.06
N 0.8286 -1.0493 -4.1637  0.05
H 1.8219 -2.2791 -7.1639  0.10
H 0.4592 -1.2813 -6.7533  0.10
H 0.6655 -3.0158 -6.2179  0.08
H 2.3058 -2.3650 -4.5378  0.14
H 3.0497 0.1422 -4.5138  0.11
H 2.1617 0.2878 -6.0224  0.12
H 5.5428 -0.1393 -7.1425  0.10
H 5.1468 0.8873 -5.7260  0.09
H 4.1908 0.9229 -7.2609  0.10
H 1.2790 -0.9133 -3.2643  0.02
H 0.1062 -1.7454 -4.0124  0.07
C 0.6446 3.0744 -5.2700  0.00
C 0.7263 2.6287 -3.8136  -0.38
C 0.9393 3.8011 -2.8386  -0.20
O 2.0687 4.5377 -3.1173  -0.12
C 3.3004 3.8922 -2.8841  -0.05
N -0.3448 1.7574 -3.5079  0.28
H 1.4286 3.7879 -5.5213  0.10
H -0.2907 3.5937 -5.4816  0.11
H 0.7594 2.2351 -5.9583  0.08
H 1.6693 2.0445 -3.6830  0.17
H 0.9525 3.3650 -1.8271  0.11
H 0.1106 4.5120 -2.8807  0.15
H 3.5640 3.3162 -3.7811  0.10
H 3.3870 3.2806 -1.9799  0.09
H 4.0634 4.6597 -2.7522  0.12
H -0.2500 1.2903 -2.5978  0.08
H -0.3052 0.9546 -4.1703  0.12

Forces on the atoms, in the same order (eV/Å):
Li -0.564 0.027 0.550
Fe 0.656 0.384 1.077
V 1.746 0.198 2.525
C -0.986 1.352 1.905
C 1.271 0.044 -1.631
C 0.305 -1.476 -0.238
O -0.942 0.145 0.146
C -1.873 1.599 0.611
C 3.641 0.677 -0.101
C -1.553 -2.337 -1.445
O 0.223 0.714 -0.723
O -0.856 -1.121 0.102
O -1.369 0.016 -0.163
H -0.068 -0.070 -0.090
H 0.090 -0.039 -0.053
C -0.361 0.386 -0.090
C -0.491 0.740 1.502
C -0.985 0.011 -1.569
O 0.037 0.139 -0.235
C 0.613 -0.486 0.992
N -0.687 -1.054 -0.003
H 0.304 -0.164 0.132
H 0.212 -0.140 -0.087
H 0.050 -0.083 -0.086
H 0.170 -0.047 -0.287
H 0.104 -0.309 0.359
H 0.538 0.215 0.098
H -0.183 -0.053 -0.167
H -0.104 0.134 -0.325
H -0.172 0.164 -0.015
H 0.563 0.578 -0.321
H 0.712 -0.239 -0.592
C 1.101 0.359 0.376
C 0.554 -1.558 0.388
C 0.219 0.558 -0.644
O 0.348 -0.156 0.879
C -0.186 0.074 -0.160
N -0.739 0.841 -0.462
H -0.104 0.172 -0.092
H -0.320 -0.219 0.234
H -0.438 0.389 -0.337
H -0.048 0.055 -0.582
H -0.177 0.148 -0.076
H -0.086 -0.344 -0.034
H 0.147 -0.096 0.210
H -0.112 -0.024 -0.391
H -0.267 -0.051 0.064
H -0.035 0.096 0.086
H 0.092 -0.216 0.519
C 0.028 0.504 0.112
C -0.995 -0.826 0.886
C 0.445 -0.082 -0.018
O -0.420 -0.033 0.020
C 0.018 0.125 0.263
N 0.390 0.988 -0.130
H 0.224 -0.059 -0.274
H 0.329 -0.121 0.130
H -0.127 -0.198 0.054
H 0.104 0.312 -0.299
H 0.037 0.054 -0.217
H -0.036 -0.094 -0.256
H 0.005 -0.084 -0.158
H 0.029 0.167 -0.188
H 0.037 -0.213 0.028
H 0.023 -0.122 -0.240
H -0.093 -0.204 0.213
C 0.212 0.544 -0.727
C 1.490 0.476 0.610
C 0.059 0.495 -0.762
O -0.234 0.649 -0.334
C 0.247 -1.540 0.309
N -0.262 -0.620 -0.243
H -0.303 -0.129 0.280
H 0.050 -0.215 0.013
H -0.243 -0.192 0.143
H -0.451 -0.385 0.480
H -0.311 -0.027 0.001
H 0.217 -0.394 -0.093
H 0.131 0.180 0.006
H -0.137 0.550 0.154
H -0.158 0.231 -0.164
H 0.018 0.108 -0.063
H -0.069 0.303 0.072
C -0.204 0.796 1.461
C 0.846 1.046 -1.391
C -1.150 -0.329 -0.344
O -0.172 0.132 -0.806
C 0.095 -1.154 1.309
N -0.425 0.969 -0.307
H -0.272 -0.632 -0.252
H 0.152 -0.234 -0.025
H 0.531 -0.071 -0.377
H 0.051 0.051 0.065
H 0.036 0.178 0.018
H 0.299 -0.285 -0.053
H -0.210 0.397 -0.535
H 0.002 0.132 -0.298
H 0.069 0.271 -0.048
H 0.608 -0.528 0.029
H -0.407 -0.992 0.690
C 0.565 -1.042 -0.955
C -0.202 -0.088 0.555
C -0.697 0.361 -0.022
O 0.088 -0.395 0.692
C -0.232 -0.265 -1.146
N -0.353 0.972 0.373
H 0.299 0.359 0.180
H -0.231 -0.091 0.226
H -0.533 0.321 0.287
H 0.693 -0.141 -0.746
H 0.241 -0.052 0.161
H 0.133 0.224 -0.084
H 0.182 -0.004 0.278
H -0.113 -0.092 0.195
H -0.026 0.310 0.257
H 0.035 0.012 -0.142
H -0.093 -0.013 -0.258
C 0.351 0.099 -0.281
C -0.686 0.739 -1.605
C -0.186 0.379 1.145
O -0.201 -0.158 0.367
C 0.828 0.203 -0.262
N 2.343 -1.579 0.125
H 0.128 -0.073 0.230
H -0.123 -0.166 0.127
H -0.170 -0.042 0.043
H 0.027 -0.240 0.167
H 0.150 0.127 0.095
H -0.167 -0.203 -0.255
H 0.097 -0.189 0.110
H -0.665 -0.129 -0.008
H -0.120 0.118 -0.278
H -0.544 0.631 0.376
H -0.912 0.276 -0.448

Its spin multiplicity is 7. Its expectation value of S² is 12.148. Its charge is +4. The value obtained for the LUMO energy (alpha / beta) is -11.877 / -13.465 eV.


# 3
C2H2N6 | ωB97M-V/def2-TZVPD

Last column: Löwdin charge in e.
Element x y z (Å)
C 0.2683 -0.8638 -0.1323  -0.57
C 0.7754 1.0612 -0.3235  -0.15
H 0.5189 -1.3326 1.7153  0.02
H 1.3853 1.9719 -0.0860  0.12
N -0.1058 -1.4857 0.9935  0.17
N 1.4312 -0.1362 -0.7457  0.21
N -0.4331 1.2860 0.3721  0.00
N -1.5416 0.6602 0.3012  0.03
N -1.6791 -0.2108 -0.8794  0.07
N -0.6195 -0.9501 -1.2153  0.11

Forces on the atoms, in the same order (eV/Å):
C 0.929 -5.286 1.772
C 3.373 -1.301 -0.203
H 1.996 0.172 1.846
H -0.282 -0.733 -1.450
N 0.493 2.147 -5.788
N -5.153 3.910 4.480
N -1.539 -0.716 0.081
N 1.646 0.162 -1.899
N 3.164 -1.237 -0.819
N -4.628 2.881 1.979

The value obtained for the relative energy (zero: lowest compared OMol25 entry of this formula, charge and spin) is 106.7 kcal per mole. Its charge is 0. The value obtained for the LUMO energy is -2.273 eV.


# 4
CH3N5O2 | ωB97M-V/def2-TZVPD

Last column: Löwdin charge in e.
Element x y z (Å)
C 0.0120 0.4612 -0.0390  -0.38
H 1.1864 -1.8085 -0.1442  0.11
H 0.0224 -2.3346 -1.2113  0.09
H 0.7032 2.6408 0.1337  0.09
N 0.1959 -1.9403 -0.3281  0.12
N -0.4516 -0.8083 -0.1733  -0.14
N -1.7431 0.4113 1.1871  0.05
N -0.8665 1.1672 0.7882  0.10
N 1.0969 0.8938 -0.5660  0.01
O -1.5342 -0.8747 0.7789  0.00
O 1.3786 2.1920 -0.4261  -0.05

Forces on the atoms, in the same order (eV/Å):
C 2.049 0.825 -0.279
H 0.040 -0.273 0.093
H -0.075 -0.526 -1.242
H 0.359 -0.376 -0.312
N 1.627 -0.597 1.110
N -2.457 0.974 -0.207
N -0.404 -1.039 0.657
N 0.037 0.717 -0.552
N -1.011 -2.102 -0.155
O -0.198 0.342 0.226
O 0.034 2.055 0.662

The value obtained for the relative energy (zero: lowest compared OMol25 entry of this formula, charge and spin) is 52.4 kcal per mole. As for the SMILES: Nn1onn/c1=N\O. Its charge is 0. The value obtained for the LUMO energy is -0.128 eV.